[1]
The following is a DFT calculation (ωB97M-V/def2-TZVPD) of C22H28N2O5S in the gas phase at a distorted geometry.

Values from the calculation:
* orbital gap: 9.23 eV
* ΔE to the lowest compared entry with this formula, charge and spin: 2.447 eV
* net charge: 0
* molar mass: 432.5 g mol⁻¹
* E_HOMO: -8.78 eV
* SMILES: Cc1ccc(S(=O)(=O)N2CCCCC2)cc1NC(=O)COC(=O)[C@@H]1C[C@@H]2C=C[C@H]1C2
* LUMO: 0.017 Ha

Element x y z (Å)
C -1.2882 -2.8035 -0.6178
C 0.0879 -2.2085 -0.6913
C 1.1891 -2.9730 -0.3294
C 2.4729 -2.4595 -0.3822
C 2.6537 -1.1673 -0.8300
S 4.3152 -0.5012 -0.8719
O 5.2363 -1.5837 -1.0684
O 4.3555 0.5948 -1.7992
N 4.4477 -0.0114 0.7272
C 3.8132 1.2574 1.0229
C 4.6877 2.4505 0.6379
C 6.0574 2.3269 1.3010
C 6.6912 0.9912 0.9184
C 5.7627 -0.1540 1.3189
C 1.5861 -0.3807 -1.2074
C 0.2915 -0.8877 -1.1229
N -0.8166 -0.1096 -1.4770
C -0.8573 1.2225 -1.7334
O 0.0706 1.9921 -1.6694
C -2.2446 1.7082 -2.1672
O -3.2959 0.8322 -1.7759
C -4.2580 1.3433 -0.9774
O -4.2775 2.4836 -0.6092
C -5.2797 0.2839 -0.6348
C -6.2973 0.7591 0.4161
C -6.0532 -0.2126 1.5946
C -4.6671 0.0960 2.0976
C -3.8031 -0.3381 1.1894
C -4.6052 -0.9364 0.0585
C -5.7906 -1.5166 0.8333
H -1.7885 -2.7586 -1.5859
H -1.8983 -2.2814 0.1184
H -1.2280 -3.8473 -0.3219
H 1.0339 -3.9891 0.0019
H 3.3344 -3.0436 -0.1048
H 2.8674 1.2850 0.4810
H 3.6009 1.2729 2.0983
H 4.8029 2.4553 -0.4464
H 4.1936 3.3750 0.9409
H 6.7003 3.1519 0.9891
H 5.9454 2.3777 2.3880
H 6.8388 0.9524 -0.1628
H 7.6592 0.8685 1.4074
H 6.1563 -1.1108 0.9758
H 5.6364 -0.1841 2.4068
H 1.7658 0.6147 -1.5776
H -1.7058 -0.5901 -1.5237
H -2.2504 1.7826 -3.2603
H -2.4162 2.7039 -1.7448
H -5.7599 -0.0310 -1.5642
H -7.3191 0.6703 0.0507
H -6.1133 1.7953 0.6965
H -6.8440 -0.2169 2.3396
H -4.4610 0.6370 3.0020
H -2.7336 -0.2245 1.1872
H -4.0836 -1.5986 -0.6270
H -6.6188 -1.8262 0.1985
H -5.4994 -2.3380 1.4864

Results of the Mulliken charge analysis, in e, for atoms 1 through 8: -1.32 1.34 -1.17 -0.89 -0.18 1.43 -0.79 -0.67

[2]
The following is a DFT calculation (ωB97M-V/def2-TZVPD) of a 11-piece molecular cluster, H22O11 overall.

Values from the calculation:
* orbital gap: 10.07 eV
* ΔE to the lowest compared entry with this formula, charge and spin: 2.816 eV
* net charge: 0
* molar mass: 198.2 g mol⁻¹
* E_HOMO: -10.34 eV
* SMILES: O.O.O.O.O.O.O.O.O.O.O
* LUMO: -0.010 Ha

Element x y z (Å)
O 0.2464 -1.5034 1.1245
H -0.7126 -1.5969 1.1472
H 0.3864 -0.5777 0.8955
O -4.2659 -1.4708 -0.8609
H -4.3297 -0.9941 -0.0256
H -4.9958 -2.0993 -0.8285
O -0.6855 -3.3338 -0.8994
H -0.4537 -3.2223 -1.8283
H -0.4350 -2.4965 -0.4930
O 1.7086 2.0435 1.6754
H 1.7913 2.7126 2.3642
H 0.8945 2.2790 1.2162
O -0.9873 -0.6936 -1.6948
H -1.4914 -0.7660 -2.5131
H -0.0918 -0.4911 -1.9882
O -4.4299 0.7307 0.6084
H -4.7663 1.6327 0.5609
H -4.1854 0.6201 1.5342
O 4.5048 0.1791 -0.9519
H 4.6294 0.1873 -1.9076
H 4.0831 1.0249 -0.7631
O 1.4524 2.4289 -2.4502
H 2.0122 1.6465 -2.3906
H 1.3044 2.6818 -1.5320
O -0.8107 0.3311 2.5540
H -1.3814 0.0834 1.8178
H -0.5094 -0.5120 2.9111
O -0.7979 3.4726 -0.0860
H -0.7358 2.5324 -0.2889
H -1.7167 3.6933 -0.2762
O 4.3130 -2.4782 0.9559
H 4.6819 -2.4067 1.8435
H 4.0385 -1.5792 0.7429

Results of the Mulliken charge analysis, in e, for atoms 1 through 8: -0.71 0.28 0.35 -0.59 0.33 0.31 -0.62 0.28

[3]
The following is a DFT calculation (ωB97M-V/def2-TZVPD) of C35H23BrIN5NiO5S as an isolated structure.

Values from the calculation:
* orbital gap: 7.32 eV
* ΔE to the lowest compared entry with this formula, charge and spin: 0.000 eV
* net charge: 0
* molar mass: 891.2 g mol⁻¹
* E_HOMO: -7.62 eV
* LUMO: -0.011 Ha

Element x y z (Å)
Ni 1.5234 -0.4458 0.1686
Br -5.8351 1.6808 2.0931
C -5.1323 -0.0365 2.4753
C -4.1648 -0.1742 3.4582
C -3.6510 -1.4304 3.7379
C -4.1200 -2.5404 3.0441
C -5.1236 -2.3949 2.0967
C -5.6168 -1.1372 1.7887
N -3.7307 -3.8787 3.4037
N -2.5443 -4.2187 3.4741
C -1.4963 -3.3169 3.0748
C -0.5487 -2.9549 3.9998
C 0.5013 -2.0728 3.7016
C 0.6518 -1.5839 2.4141
O 1.5826 -0.7607 2.0172
C -0.2808 -2.0402 1.4353
N -0.0302 -1.5788 0.1787
C -0.8090 -1.9321 -0.8137
C -1.8940 -2.8067 -0.6154
C -2.1609 -3.2894 0.6350
C -1.3559 -2.8933 1.7296
H -3.8217 0.6890 4.0120
H -2.8994 -1.5472 4.5058
H -5.5210 -3.2735 1.6044
H -6.3862 -1.0162 1.0392
H -0.6425 -3.3445 5.0069
H 1.2079 -1.7803 4.4664
H -0.5566 -1.5290 -1.7855
H -2.4978 -3.0950 -1.4642
H -2.9746 -3.9857 0.7885
S 5.5136 1.3044 -0.4831
C 4.1425 0.2910 -0.6073
N 3.2074 0.4905 0.2625
C 3.5444 1.5122 1.1468
C 2.7704 1.9722 2.2132
C 3.2588 3.0159 2.9672
C 4.5025 3.5994 2.6867
C 5.2817 3.1423 1.6467
C 4.7869 2.0894 0.8789
H 4.0519 -0.4441 -1.3929
H 1.8263 1.4962 2.4284
H 2.6733 3.3916 3.7960
H 4.8576 4.4186 3.2977
H 6.2433 3.5873 1.4296
O 1.8095 1.7965 -1.9996
C 1.6075 0.6656 -2.4245
O 1.4895 -0.4052 -1.7010
C 1.5416 0.4080 -3.9070
C 1.6039 1.4904 -4.7723
C 1.5386 1.3246 -6.1578
C 1.4109 0.0382 -6.6181
O 1.3400 -0.3932 -7.9141
C 1.1470 -1.8061 -7.8506
O 1.2432 -2.2050 -6.4859
C 1.3518 -1.0453 -5.7591
C 1.4152 -0.9006 -4.3998
H 1.7027 2.4769 -4.3413
H 1.5854 2.1635 -6.8377
H 1.9265 -2.3025 -8.4298
H 0.1534 -2.0526 -8.2340
H 1.3781 -1.7458 -3.7280
I -0.3495 5.7676 -0.3463
C -0.7868 3.8704 0.3939
C -1.9188 3.6489 1.1593
C -2.1466 2.3649 1.6286
C -1.2360 1.3695 1.3139
N -0.1509 1.5838 0.5727
C 0.0703 2.8147 0.1158
H -2.6063 4.4535 1.3829
H -3.0216 2.1410 2.2224
H -1.3852 0.3573 1.6761
H 0.9537 2.9420 -0.4996

Results of the Mulliken charge analysis, in e, for atoms 1 through 8: 0.02 -0.13 0.03 -0.37 -0.15 0.13 -0.36 -0.61

Which of these has the highest orbital gap?
H22O11

The lowest molar mass belongs to which entry?
H22O11